Entry from the OMol25 dataset: one molecule with the formula C15H16ClNO3 (ωB97M-V with the def2-TZVPD basis set).

```
36
Properties=species:S:1:pos:R:3:forces:R:3
Cl -0.419852 -1.369770 4.225504 -0.080 0.102 -0.526
O -1.270438 -0.433983 -1.533144 0.252 0.894 0.401
O 4.715665 1.722755 -1.659311 -0.481 1.099 0.173
O -2.356337 -2.779399 2.553266 0.728 0.563 -1.396
N 0.664521 1.159367 -0.158945 1.506 0.767 -0.266
C 3.791446 2.531918 -1.619186 -0.028 -2.717 0.046
C -3.216491 -3.660034 1.810336 -0.941 0.950 0.156
C 2.935947 -0.073498 0.065311 -0.964 -0.919 -0.945
C -0.148621 0.248643 0.539412 -1.471 -1.629 -0.479
C 2.041719 1.041689 -0.428529 0.724 -0.038 0.322
C -0.608121 -1.444717 -2.304627 -0.536 -0.139 0.819
C -1.141545 2.968445 -0.437053 -0.063 0.213 0.415
C 1.283574 3.025004 -1.257497 0.800 -1.242 0.729
C 2.454055 2.160872 -1.120081 -1.116 1.253 -0.051
C -1.112694 -0.545655 -0.164564 0.765 -0.130 -0.304
C -1.869698 -1.547130 0.452424 0.124 0.117 0.451
C 0.241484 2.387206 -0.638630 -0.499 1.618 -0.957
C -1.684763 -1.794175 1.812309 0.299 -0.736 1.492
C -0.006036 -0.008711 1.901267 -0.504 -1.027 0.023
C -0.693098 -1.043795 2.533144 -1.232 -0.188 -0.837
H -4.014114 -3.051185 1.341441 0.094 -0.325 0.330
H 3.890594 3.507797 -2.080371 0.055 0.677 -0.007
H 0.356975 -1.661014 -1.849188 0.109 -0.184 -0.107
H 2.433441 -0.535732 0.919895 0.312 -0.208 -0.064
H -2.751150 -4.190793 0.990457 0.658 -0.177 0.014
H -0.469098 -1.056660 -3.303594 -0.086 0.035 -0.179
H -2.556285 -2.144332 -0.165707 0.377 0.446 0.417
H 3.961697 0.216717 0.333244 -0.569 0.271 -0.215
H -1.315302 3.142280 0.636148 0.032 -0.063 -0.169
H -1.930796 2.286860 -0.755717 0.000 0.019 -0.189
H -1.263597 -2.331537 -2.293904 0.503 0.060 -0.265
H -1.295750 3.970478 -0.927361 0.491 -1.189 0.247
H -3.671628 -4.376197 2.512743 0.386 0.451 -0.192
H 1.317345 4.013903 -1.678035 -0.320 0.074 -0.094
H 0.690067 0.507581 2.511890 0.633 0.652 0.213
H 3.016886 -0.843199 -0.763347 0.039 0.649 0.994
```
Forces are in eV/Å.

SMILES: COc1cc(OC)c(-n2c(C)cc(C=O)c2C)cc1Cl
Highest occupied orbital energy (eV): -8.144
Energy relative to the best compared isomer or geometry (same formula, charge and spin) (kcal/mol): 64.1
Charge: 0
Total energy (Ha): -1321.8049